Molecular formula: C20H24N2O3S
Method: DFT, ωB97M-V with the def2-TZVPD basis set

Geometry (Å):
C (0.153, 5.335, 1.198)
H (0.465, 5.603, 0.191)
H (-0.845, 4.906, 1.150)
H (0.124, 6.236, 1.806)
C (1.105, 4.316, 1.818)
N (1.157, 3.066, 1.091)
S (-0.180, 2.076, 1.190)
O (-0.865, 2.381, 2.412)
O (-0.935, 2.076, -0.035)
C (0.614, 0.479, 1.353)
C (0.510, -0.434, 0.328)
C (1.118, -1.679, 0.459)
C (1.867, -1.955, 1.598)
C (1.961, -1.026, 2.622)
C (1.321, 0.197, 2.507)
H (1.359, 0.937, 3.289)
H (2.533, -1.257, 3.508)
H (2.365, -2.910, 1.674)
C (1.065, -2.685, -0.647)
O (2.074, -3.235, -1.052)
N (-0.147, -2.902, -1.223)
C (-1.367, -2.425, -0.716)
C (-1.659, -2.447, 0.643)
C (-2.846, -1.907, 1.100)
C (-3.758, -1.370, 0.207)
C (-3.495, -1.402, -1.151)
C (-2.305, -1.926, -1.624)
C (-1.971, -2.066, -3.077)
C (-1.432, -3.486, -3.263)
C (-0.138, -3.655, -2.475)
H (0.719, -3.296, -3.054)
H (0.044, -4.713, -2.251)
H (-2.185, -4.192, -2.907)
H (-1.238, -3.699, -4.314)
H (-1.205, -1.342, -3.367)
H (-2.853, -1.897, -3.696)
H (-4.216, -1.010, -1.854)
H (-4.680, -0.941, 0.568)
H (-3.061, -1.912, 2.157)
H (-0.957, -2.884, 1.338)
H (-0.051, -0.158, -0.552)
C (1.855, 3.020, -0.177)
C (3.220, 2.351, -0.032)
H (3.108, 1.328, 0.317)
H (3.731, 2.340, -0.991)
H (3.831, 2.895, 0.684)
H (1.231, 2.458, -0.877)
H (1.979, 4.032, -0.574)
H (0.760, 4.066, 2.822)
H (2.122, 4.714, 1.879)

Its multiplicity is 1. For the largest force on an atom, the calculation gives 1.1 eV Å⁻¹. The value obtained for the LUMO energy is 0.44 eV. Its structure (SMILES) is CCN(CC)S(=O)(=O)c1cccc(C(=O)N2CCCc3ccccc32)c1. For the orbital gap, the calculation gives 8.92 eV. For the calculated total energy, the calculation gives -41087.8737 eV.

Here are the Löwdin charges for atoms 1 to 2, given in e: C -0.072; H 0.069